[1]
23
Properties=species:S:1:pos:R:3:lowdin_charge:R:1 method="wB97M-V/def2-TZVPD" e_lumo_ev="-0.79 / -0.20" total_charge=0 spin_multiplicity=1 relative_energy_kj_mol=609.2 e_tot_ev=-19447.469 homo_ev="-6.5 / -7.6"
H 0.28139 -0.61626 -1.56608 -0.1386
H -2.70394 1.08893 2.15085 0.0942
H 2.99754 0.51555 -1.87112 0.0362
H 3.09392 0.96163 1.11725 0.0286
C 3.47541 1.09270 0.12693 -0.2452
C -4.35020 -0.82220 -0.16615 -0.1016
H -3.95067 -0.84192 -2.26332 0.1450
H 4.53474 0.93772 0.37751 0.0634
O -0.54586 2.77374 0.76129 0.1793
H -4.53044 -0.66985 2.03309 0.0857
C -2.25848 1.13770 0.11353 -0.2528
H -5.07846 -1.64074 -0.40650 0.1060
H 3.63251 -0.82417 -0.76053 0.0853
C -3.93428 -0.44677 1.17170 -0.0352
C -2.92378 0.58103 1.25280 -0.0204
H 1.46871 -1.82732 0.37002 -0.0699
C -1.20562 1.88868 0.41224 -0.1782
Si 1.16879 -0.43277 -0.43176 0.7169
H -2.15274 0.94073 -2.04120 0.1068
C -2.57434 0.54697 -1.13478 -0.0803
C -3.57865 -0.37016 -1.24348 -0.1288
H 3.34078 2.19853 0.01885 0.0826
C 2.94949 0.09867 -0.88557 -0.4791

***

[2]
49
Properties=species:S:1:pos:R:3:lowdin_charge:R:1 method="wB97M-V/def2-TZVPD" e_lumo_ev=1.23 total_charge=-1 spin_multiplicity=1 relative_energy_kj_mol=498.3 e_tot_ev=-46168.963 homo_ev=-7.8
H -0.04235 4.37561 0.49333 -0.0857
O 1.84865 0.49661 -4.25267 -0.1426
H -2.72435 -2.67039 1.64933 0.0199
H -5.90935 -0.97939 -0.60267 0.0423
C 1.71765 0.82661 1.70533 -0.3568
O 1.81665 -2.09939 -3.27467 -0.0663
H -1.53835 4.68461 -0.19467 0.1621
H -0.63535 2.42161 -2.85867 0.0474
O 1.93265 4.91461 3.19933 -0.0878
H 2.32365 -2.35639 -2.53267 0.0242
O 1.41765 -0.22539 0.98033 0.2277
C -0.71535 -0.97739 -1.41867 -0.4318
H -2.86235 -4.99739 -2.58467 0.0585
H -4.61735 -1.80439 -0.21567 -0.0598
O -0.88735 -0.96739 0.70133 0.3409
O 0.29765 2.25761 -3.01567 -0.0822
O -3.50335 0.25661 -4.41567 -0.0768
C 0.69065 1.85661 1.38133 -0.3955
H 1.97265 -1.80839 1.48933 -0.0235
H 0.84365 1.43561 5.15233 0.0909
O -2.72635 -3.50639 2.20633 -0.1373
O -2.45635 -1.95739 -0.40567 0.2111
O -2.03635 -4.50539 -2.79167 -0.0489
H -1.87635 -3.53739 2.82033 0.0966
C -1.38435 -1.47239 -0.32967 -0.4858
O 0.19065 -0.13039 -1.22067 0.2958
O -5.51435 -1.72139 -0.13367 -0.0183
H 0.82665 -2.03739 -2.92767 0.0870
H -1.98035 -3.61739 -2.54467 -0.0433
O 4.32565 -0.88739 3.67933 -0.0640
O 2.27565 -2.70339 1.46033 -0.0076
B 0.11465 -0.02939 0.28733 -0.7768
H 1.84365 4.08361 2.75633 -0.0432
H -3.16435 1.18061 -4.56567 0.0526
O -0.21135 1.37961 0.61933 0.2896
H 3.01965 -2.58439 1.98233 -0.0190
H -2.61435 -0.01439 -4.14967 0.0123
H 5.13665 -0.62239 3.30633 0.0018
H 2.11865 1.53761 4.11033 0.0607
H 1.28365 1.00461 -3.63167 -0.0483
O -0.96635 -1.50039 -2.53367 0.1171
H 3.69765 -0.35339 3.09733 0.0215
O -0.58535 5.08561 0.28933 -0.1208
O 1.67765 2.05061 4.94833 -0.1755
H 1.52065 4.77861 4.10733 0.0640
O 2.44665 0.79861 2.60733 0.1670
H 1.88965 -0.45839 -3.85767 0.0191
O 0.86365 3.01561 1.57533 0.1635
H 0.85865 2.08361 -2.14667 0.1242

***

[3]
14
Properties=species:S:1:pos:R:3:lowdin_charge:R:1 method="wB97M-V/def2-TZVPD" e_lumo_ev=0.69 smiles="C[C@@]1(C(=O)Cl)C[C@H]1F" total_charge=0 spin_multiplicity=1 relative_energy_kj_mol=91.0 e_tot_ev=-22567.966 homo_ev=-10.6
C 1.03184 0.48561 -0.34414 -0.0268
H -1.40984 0.09880 -0.59069 0.0758
O 2.21120 -1.08378 1.66657 0.0497
C 1.08281 -1.36211 1.38919 -0.7990
H -0.84347 -1.62303 -0.74609 0.1176
H -1.74189 -1.08273 0.65130 0.0380
C 0.52461 1.12602 0.86172 -0.2585
C 0.14833 -0.28106 0.63322 -0.3497
C -1.09189 -0.75734 -0.06008 -0.0474
Cl 0.35142 -2.82073 1.77331 0.8007
H 0.51731 0.80584 -1.18897 0.1001
H 0.97764 1.45879 1.81665 0.1722
F -0.27752 2.22460 0.63352 0.0026
H 2.07738 0.26449 -0.53447 0.1249

***

[4]
48
Properties=species:S:1:pos:R:3:lowdin_charge:R:1 method="wB97M-V/def2-TZVPD" e_lumo_ev=-0.16 total_charge=0 spin_multiplicity=1 relative_energy_kj_mol=377.4 e_tot_ev=-29234.102 homo_ev=-9.3
H -4.08289 0.97545 -0.71033 0.0790
H 0.79038 -1.91977 2.41617 0.0560
H -0.80375 0.63284 3.29002 0.0562
O -1.71764 0.81654 3.75825 -0.0859
O 3.55353 -0.26668 -2.23110 -0.0627
H -3.04202 0.27613 -2.19806 0.0816
H 3.75965 1.39522 -0.28595 -0.0024
H -3.50003 2.06614 1.95217 -0.0222
H 2.23223 3.93482 -0.08390 0.0399
H 1.38221 -2.67811 -1.33981 0.0520
O 0.09518 -2.83404 1.42483 -0.0650
H 1.84420 -0.99948 2.19234 -0.0704
H -3.69902 2.72277 0.55600 -0.0026
H 2.24123 2.21883 -1.98100 -0.0248
H -1.36917 -4.36210 0.22465 0.0918
O -1.13485 -4.11915 -0.75098 -0.1269
H 0.96134 4.01648 -0.97920 0.0717
O 1.14956 -0.95272 2.73558 -0.1055
C -3.10477 0.89979 -1.26547 -0.1064
H 1.01230 -4.24368 -1.07463 0.0393
H -0.32708 1.52819 2.16258 0.0881
O 1.40590 -3.46560 -0.72777 -0.0651
H 0.40802 0.16398 1.22515 0.0847
C -0.00281 1.23383 1.06490 -0.1000
H 1.53370 -1.10873 -3.14837 0.0458
O 3.85981 1.75731 0.61388 -0.0807
O 2.17903 1.70746 -2.76902 -0.0498
H 3.58811 0.62188 -1.85582 0.0101
H 0.12107 -3.72875 1.80653 0.0932
O -3.67778 -1.81164 1.22039 -0.0315
H 3.55397 0.89283 1.11203 0.1072
H 1.54015 2.19277 -3.30365 0.0660
O 1.77441 3.53367 -0.79451 -0.0298
C -1.22805 1.39627 0.29259 -0.2145
H 0.76009 1.87931 0.75835 0.0226
H -2.99660 -1.95491 0.57219 -0.0074
H 3.48637 -0.00042 -3.13954 0.0353
H -1.75468 -0.62209 -0.45032 0.0831
H -2.96160 1.90300 -1.62530 0.0440
C -1.93755 0.44908 -0.30793 -0.1591
H -3.42524 -1.01393 1.65340 0.0080
H -0.77102 -3.16889 -0.67704 0.0481
O 1.78149 -2.01698 -2.97043 -0.0376
H -1.60695 2.45529 0.15658 0.1163
H -1.65341 1.69562 4.06719 0.0057
H 2.68316 -2.04050 -2.69783 0.0179
O -3.57597 2.83484 1.48117 -0.0042
H 0.67577 -2.89215 0.63102 0.0106

***

[5]
45
Properties=species:S:1:pos:R:3:lowdin_charge:R:1 method="wB97M-V/def2-TZVPD" e_lumo_ev=-0.79 total_charge=0 spin_multiplicity=1 relative_energy_kj_mol=675.6 e_tot_ev=-54504.859 homo_ev=-6.9
C -1.36347 -3.66115 -0.30654 0.0089
H 3.66979 2.79402 2.05640 0.1122
O -3.47343 -3.47713 -1.32939 -0.0834
C 6.86499 1.01685 0.71940 0.0187
C -4.75999 -2.82618 -1.43350 -0.0583
C 0.57342 -1.42598 4.91209 -0.0253
H -2.18144 -0.55568 3.65782 0.0947
C -0.72550 -2.11781 1.44506 -0.2361
C -2.72933 -1.66814 0.14988 0.0045
H -5.31065 -3.48342 -2.10610 0.0933
O 2.26232 1.75561 -0.33801 -0.3539
C 0.15839 -1.77049 2.54200 -0.1272
C -1.75419 -1.48896 4.05463 -0.0181
H 1.24024 -1.93539 2.45569 0.1185
H -5.26362 -2.76521 -0.45589 0.0989
H 0.43290 -3.85846 0.84120 0.1288
H -4.65328 -1.81858 -1.86425 0.0951
C 4.44620 1.09021 0.94717 -0.2209
H -1.85124 -1.47685 5.14574 0.0866
H 1.36414 -0.69338 4.69428 0.0846
C 1.49160 -0.09957 1.33591 -0.7764
N 8.23513 2.88654 1.53141 -0.3161
O 9.22835 2.36329 0.97429 0.0549
C -2.54891 -2.92147 -0.50267 -0.2530
H 0.76871 -0.52917 0.62308 0.0175
C 4.55601 2.26951 1.70340 -0.0411
C 5.81455 2.80663 1.98359 0.0168
H 7.76719 0.55921 0.32736 0.1191
H 5.92181 3.71412 2.56786 0.1184
H 1.04269 -2.38488 5.18167 0.1027
C 5.61012 0.47101 0.45334 -0.0375
Cl 0.85472 1.07220 2.39405 0.5647
O 3.12324 -0.58182 -0.56270 -0.3687
H -1.91184 -0.27747 1.54023 0.1169
H -2.31508 -2.34538 3.65801 0.1071
H -3.61438 -1.04813 -0.05957 0.1122
O 8.29646 3.98711 2.12695 0.0557
S 2.81399 0.56008 0.26969 0.6091
N -0.31914 -1.60489 3.76104 -0.1587
H -1.21488 -4.55647 -0.89968 0.1239
C -1.78986 -1.26538 1.08516 -0.0427
C 6.97713 2.21227 1.45858 -0.1515
H -0.03049 -1.09386 5.76368 0.0865
H 5.56223 -0.41852 -0.17485 0.1150
C -0.46288 -3.26751 0.65368 0.0041

***

[6]
11
Properties=species:S:1:pos:R:3:lowdin_charge:R:1 method="wB97M-V/def2-TZVPD" e_lumo_ev=0.52 smiles=OCc1nncs1 total_charge=0 spin_multiplicity=1 relative_energy_kj_mol=189.3 e_tot_ev=-19037.087 homo_ev=-10.0
C -0.81165 0.61967 -1.07684 -0.2466
N 1.72328 0.45539 1.51949 -0.0721
C 1.23764 -0.72992 1.82000 -0.4715
S -0.09241 -1.24161 0.83812 1.0623
N 1.09155 1.03644 0.47551 -0.0031
H -0.27083 0.96616 -1.92456 0.1176
C 0.18731 0.26388 -0.02789 -0.5593
O -1.40399 -0.61491 -1.34861 -0.1292
H -1.52202 -0.60552 -2.26106 0.0601
H 1.58081 -1.36908 2.67299 0.0816
H -1.71969 1.21951 -0.68715 0.1602

***

[7]
15
Properties=species:S:1:pos:R:3:lowdin_charge:R:1 method="wB97M-V/def2-TZVPD" e_lumo_ev="-6.45 / -6.45" total_charge=+1 spin_multiplicity=1 relative_energy_kj_mol=349.4 e_tot_ev=-20113.866 homo_ev="-13.8 / -13.8"
H -0.77112 2.27281 1.81435 0.2100
C -0.35369 1.45442 1.09681 -0.0279
N -0.65426 1.19228 -0.17614 0.0916
H 1.19507 -1.58180 -0.25532 0.1061
S 0.22417 0.11718 -2.39028 0.9314
H 0.60259 -1.15397 -2.41263 -0.0922
C 0.62254 -0.86968 0.28730 -0.0926
H -1.98546 -1.71613 -0.99695 -0.0061
C -0.22010 0.00469 -0.68440 -0.6643
O -1.88911 -0.88644 -0.62074 -0.1263
H -1.26053 1.73067 -0.79982 0.1874
H -0.13569 -1.47387 0.95924 0.1931
C 1.38595 0.03774 1.18933 -0.0168
N 0.81430 1.09777 1.54036 0.1452
H 2.42533 -0.22569 1.44891 0.1615

***

[8]
60
Properties=species:S:1:pos:R:3:lowdin_charge:R:1 method="wB97M-V/def2-TZVPD" e_lumo_ev=-7.48 total_charge=+2 spin_multiplicity=1 relative_energy_kj_mol=0.0 e_tot_ev=-53811.670 homo_ev=-15.4
C -1.94447 3.72368 0.44300 -0.0673
Si 0.60873 -2.81260 0.61993 0.4011
C 1.00177 -4.27273 -0.49077 -0.1588
O 0.29371 3.98756 1.27100 0.1674
O -0.57611 -0.59326 3.49300 -0.0788
C -3.98110 2.59170 -0.32033 0.0328
H 1.97416 -4.18643 -1.02065 0.0595
H 2.79304 1.57915 2.91160 0.1142
H 0.01646 -0.56718 4.28139 0.1443
C -0.71486 3.35845 1.12439 -0.3733
Si -0.17070 -0.90879 -1.74387 0.3265
H 1.99303 1.91876 -1.46142 0.0151
C 3.98329 -1.03675 0.13528 -0.1325
C -1.79825 -1.80120 -1.72026 -0.1948
H -1.58592 -4.08273 0.86203 0.0686
H -1.80906 5.89038 -0.00228 0.1609
H -2.55952 -1.33246 -1.00529 0.0506
H -1.82188 0.91340 -2.16379 0.0502
C -1.15015 -3.16332 1.32360 -0.1749
H -2.29897 -1.76640 -2.71935 0.0681
N -0.88082 1.99757 1.60753 0.0151
H 1.16394 -5.09911 0.19284 0.0402
H 2.39113 -3.91939 1.92735 0.0619
C 1.78719 -3.00896 2.12011 -0.1596
H 2.81500 0.70742 -2.47669 0.0641
H -4.62893 1.73599 -0.28384 0.1285
H 1.77904 -1.37324 -3.33028 0.0471
H -1.92453 -2.36379 1.11415 0.0220
C -4.42661 3.78351 -0.91077 0.0033
O 1.86036 0.69223 1.22734 -0.4492
H 4.85138 -0.35894 -0.00146 0.0653
H 4.02288 -1.42102 1.19261 0.0524
H -1.52475 -0.31321 3.72061 0.1542
C 2.62281 1.77712 1.83117 -0.0277
H 3.71623 1.65321 -1.22282 0.0633
C -0.73111 0.87669 -2.00446 -0.1542
C -2.07884 1.52294 1.13678 -0.3923
C 0.74114 -1.13351 -0.17542 -0.6038
H -3.84065 5.90565 -1.28747 0.1288
H 0.29549 -1.39837 -4.22152 0.0474
H 1.95620 2.65249 1.67707 0.0778
H 2.44886 -2.17942 2.33986 -0.0012
H 3.57747 1.89641 1.30460 0.1017
C -2.42996 4.93797 -0.08670 0.0446
H -1.12140 -3.33059 2.41974 0.0379
H 1.23305 -3.24427 3.03379 0.0333
C -3.63906 4.94934 -0.80618 -0.0004
H -0.44362 1.62689 -1.26145 0.0086
H 0.23306 -4.63966 -1.15520 0.0382
C 2.74300 1.16317 -1.45118 -0.1236
H 4.13806 -1.87141 -0.56596 0.0629
H 0.64725 -2.79707 -3.17633 0.0513
H -1.80073 -2.87795 -1.47230 0.0364
C 0.68681 -1.67924 -3.23611 -0.1568
O -2.32843 0.25836 1.34890 -0.0808
H -5.33862 3.83254 -1.45788 0.1159
C -2.74753 2.52736 0.32484 -0.0946
H -0.26938 1.26642 -2.93922 0.0675
Si 2.37673 -0.21275 -0.18428 0.4204
Hf -0.18532 0.01937 1.37102 1.7753

***

Please write out number 3 again, unchanged.
14
Properties=species:S:1:pos:R:3:lowdin_charge:R:1 method="wB97M-V/def2-TZVPD" e_lumo_ev=0.69 smiles="C[C@@]1(C(=O)Cl)C[C@H]1F" total_charge=0 spin_multiplicity=1 relative_energy_kj_mol=91.0 e_tot_ev=-22567.966 homo_ev=-10.6
C 1.03184 0.48561 -0.34414 -0.0268
H -1.40984 0.09880 -0.59069 0.0758
O 2.21120 -1.08378 1.66657 0.0497
C 1.08281 -1.36211 1.38919 -0.7990
H -0.84347 -1.62303 -0.74609 0.1176
H -1.74189 -1.08273 0.65130 0.0380
C 0.52461 1.12602 0.86172 -0.2585
C 0.14833 -0.28106 0.63322 -0.3497
C -1.09189 -0.75734 -0.06008 -0.0474
Cl 0.35142 -2.82073 1.77331 0.8007
H 0.51731 0.80584 -1.18897 0.1001
H 0.97764 1.45879 1.81665 0.1722
F -0.27752 2.22460 0.63352 0.0026
H 2.07738 0.26449 -0.53447 0.1249